Entry 1:
The following is a quantum chemistry calculation of a structure of composition C23H20BMoN7O2, from the Open Molecules 2025 dataset.

Last column: natural (NBO) charge in e.
Element x y z (Å)
Mo (0.59553, -0.15696, 0.76832)  1.264
B (2.76772, 1.37926, 0.51545)  0.321
N (2.77487, 0.64216, -0.82816)  -0.310
C (3.53144, 0.62140, -1.92246)  0.079
C (2.89695, -0.16732, -2.87928)  -0.297
C (1.72750, -0.59780, -2.27883)  0.029
N (1.65457, -0.10428, -1.03051)  -0.316
N (1.67553, 2.46925, 0.53159)  -0.282
C (1.60330, 3.79627, 0.52225)  0.073
C (0.26449, 4.16456, 0.63198)  -0.298
C (-0.43291, 2.97446, 0.71417)  0.013
N (0.43120, 1.94446, 0.64515)  -0.324
H (3.82533, 1.70584, 0.93796)  0.041
H (2.26551, 0.54131, 1.38512)  0.010
H (4.46690, 1.15563, -1.96412)  0.256
H (3.24843, -0.39455, -3.87009)  0.269
H (0.95034, -1.23807, -2.66456)  0.241
H (2.49346, 4.40024, 0.45089)  0.259
H (-0.13688, 5.16215, 0.65586)  0.271
H (-1.49272, 2.81426, 0.83758)  0.234
N (-1.51456, 0.06692, 0.15279)  -0.760
C (-2.40522, 0.14026, 1.31114)  0.068
C (-3.75943, 0.26266, 1.18968)  -0.156
C (-4.56968, 0.31580, 2.34353)  -0.180
C (-4.00964, 0.23984, 3.58718)  -0.139
C (-2.60860, 0.10696, 3.73406)  -0.106
C (-1.95899, 0.02237, 4.98697)  -0.043
C (-0.59742, -0.10072, 5.04430)  -0.258
C (0.13193, -0.13925, 3.85022)  0.136
N (-0.44000, -0.06845, 2.65880)  -0.490
C (-1.80485, 0.05540, 2.58117)  0.221
H (-1.76146, -0.76307, -0.39991)  0.455
H (-1.65520, 0.87019, -0.45717)  0.422
H (-4.21695, 0.31294, 0.20864)  0.244
H (-5.64013, 0.41398, 2.23124)  0.253
H (-4.62869, 0.27924, 4.47398)  0.247
H (-2.54965, 0.05793, 5.89401)  0.249
H (-0.07321, -0.16644, 5.98629)  0.261
H (1.21039, -0.23928, 3.86199)  0.231
O (1.77688, -1.75586, 1.55322)  -0.578
C (1.02272, -2.64061, 1.03153)  0.714
N (-0.01663, -2.10302, 0.39304)  -0.660
C (-0.82240, -3.11223, -0.16785)  0.693
O (-1.82625, -2.88696, -0.78664)  -0.520
C (-0.14068, -4.39652, 0.20327)  -0.128
C (-0.48230, -5.69524, -0.08289)  -0.141
C (0.36544, -6.69790, 0.40000)  -0.138
C (1.50514, -6.39830, 1.13666)  -0.173
C (1.85191, -5.07911, 1.42655)  -0.143
C (1.01107, -4.09516, 0.94872)  -0.110
H (-1.36705, -5.93266, -0.65774)  0.254
H (0.12920, -7.73316, 0.19407)  0.247
H (2.13418, -7.20359, 1.48990)  0.248
H (2.73927, -4.84313, 1.99773)  0.248

Cartesian forces (eV/Å) of the 2 atoms listed first:
Mo 0.3 0.2 -0.4
B -0.1 -0.1 0.1

Results
- LUMO energy (alpha / beta) (eV) = -8.14 / -8.14
- net charge = +2



Entry 2:
The following is a quantum chemistry calculation of an isolated molecule of C23H20Cl2N2O3S, from the Open Molecules 2025 dataset.

Last column: natural (NBO) charge in e.
Element x y z (Å)
C (0.32435, -5.03522, -0.29926)  -0.252
O (1.48605, -4.35545, 0.11101)  -0.481
C (1.37504, -3.06639, 0.51734)  0.263
C (0.20007, -2.32540, 0.54190)  -0.276
C (0.19672, -1.00686, 0.96738)  -0.264
C (1.37539, -0.39104, 1.37144)  0.211
N (1.41336, 0.93230, 1.80851)  -0.639
C (0.51696, 1.93363, 1.55702)  0.309
S (0.20502, 3.01235, 2.77793)  -0.249
N (-0.00345, 2.06335, 0.31611)  -0.435
C (0.54033, 1.41301, -0.86073)  -0.247
C (2.04734, 1.40385, -0.89271)  -0.057
C (2.77247, 2.52128, -0.49651)  -0.190
C (4.15417, 2.51451, -0.52873)  -0.229
C (4.81906, 1.38240, -0.97405)  -0.042
Cl (6.54578, 1.36289, -1.00775)  0.010
C (4.11266, 0.26643, -1.39234)  -0.250
C (2.73076, 0.28369, -1.34705)  -0.134
C (-1.20578, 2.85171, 0.11396)  -0.254
C (-2.38171, 1.92928, -0.07278)  -0.016
C (-2.85233, 1.20189, 1.01754)  -0.235
C (-3.88416, 0.29736, 0.86865)  -0.149
C (-4.46244, 0.10814, -0.38502)  -0.194
C (-5.56872, -0.84986, -0.59637)  0.778
O (-6.08975, -1.07066, -1.66160)  -0.591
O (-5.95500, -1.47646, 0.52659)  -0.686
C (-3.99941, 0.83873, -1.47693)  -0.167
C (-2.96443, 1.73926, -1.31998)  -0.167
C (2.55766, -1.13150, 1.37816)  -0.255
C (2.55392, -2.44147, 0.95330)  -0.062
Cl (4.02260, -3.34037, 0.93755)  0.030
H (0.65214, -6.03881, -0.56444)  0.206
H (-0.13183, -4.56060, -1.17393)  0.176
H (-0.41130, -5.09603, 0.50874)  0.178
H (-0.73324, -2.77073, 0.23704)  0.227
H (-0.73898, -0.46958, 1.01026)  0.234
H (2.00841, 1.11391, 2.60627)  0.426
H (0.16355, 0.38731, -0.96575)  0.219
H (0.17980, 1.98385, -1.72350)  0.222
H (2.25536, 3.40253, -0.14719)  0.225
H (4.71328, 3.38040, -0.21155)  0.231
H (4.63772, -0.60946, -1.73810)  0.232
H (2.17932, -0.58857, -1.66506)  0.211
H (-1.34429, 3.47334, 1.00286)  0.269
H (-1.07393, 3.50109, -0.75556)  0.204
H (-2.40610, 1.35883, 1.98913)  0.235
H (-4.24900, -0.26356, 1.71457)  0.234
H (-6.68796, -2.07960, 0.32784)  0.503
H (-4.46378, 0.68245, -2.43867)  0.239
H (-2.61071, 2.30451, -2.17017)  0.206
H (3.47902, -0.67664, 1.70463)  0.237

Cartesian forces (eV/Å) of the 2 atoms listed first:
C -0.2 -0.1 -0.1
O 0.2 0.3 0.1

Results
- structure (SMILES) = COc1ccc(NC(=S)N(Cc2ccc(Cl)cc2)Cc2ccc(C(=O)O)cc2)cc1Cl
- LUMO energy (eV) = 0.06
- net charge = 0



Entry 3:
The following is a quantum chemistry calculation of a structure of composition C23H20ClN3O6Ti, from the Open Molecules 2025 dataset.

Last column: natural (NBO) charge in e.
Element x y z (Å)
Ti (0.01174, -0.35217, -0.18855)  1.841
C (4.21535, -0.44591, 0.08645)  -0.649
C (3.01601, -1.05747, 0.76839)  0.037
C (2.12687, -1.84049, 0.07916)  -0.245
C (0.96153, -2.30687, 0.72965)  -0.339
C (0.82009, -2.10093, 2.10266)  -0.164
C (1.77112, -1.40125, 2.82935)  -0.173
C (2.86255, -0.87715, 2.17300)  -0.122
H (4.08422, 0.60763, -0.12054)  0.241
H (4.54184, -0.93764, -0.76853)  0.245
H (5.07778, -0.46802, 0.77694)  0.248
H (2.28081, -2.02760, -0.95878)  0.262
H (0.27740, -2.95161, 0.18388)  0.273
H (-0.02813, -2.46208, 2.64663)  0.247
H (1.74251, -1.29977, 3.91646)  0.255
H (3.56932, -0.20920, 2.60886)  0.246
O (-1.88449, -0.96607, 0.28978)  -0.682
C (-2.89564, -1.16086, -0.46503)  0.482
C (-2.75080, -1.45953, -1.84149)  -0.291
C (-3.91394, -1.69300, -2.58766)  -0.067
C (-3.80367, -1.97780, -3.89247)  -0.010
C (-2.60727, -2.10759, -4.50462)  -0.062
C (-1.45322, -1.92879, -3.75120)  -0.272
C (-1.50995, -1.53139, -2.44568)  0.452
O (-0.40833, -1.24116, -1.78024)  -0.699
N (-5.05225, -2.05688, -4.70371)  0.535
O (-4.87694, -2.21393, -5.89714)  -0.344
O (-6.11265, -2.03174, -4.16199)  -0.323
H (-3.92775, -1.08897, 0.03768)  0.220
H (-4.86762, -1.56312, -2.16251)  0.263
H (-2.58095, -2.22991, -5.58643)  0.290
H (-0.43089, -2.09874, -4.10636)  0.256
N (-1.02299, 1.43888, 3.50311)  -0.488
C (-1.26193, 0.71835, 2.41028)  0.288
N (-0.24452, 0.84023, 1.54803)  -0.612
C (0.72399, 1.64851, 2.16009)  0.072
C (1.95063, 2.11186, 1.72049)  -0.234
C (2.64180, 2.92603, 2.57004)  -0.174
C (2.14316, 3.32475, 3.84173)  -0.174
C (0.87743, 2.94727, 4.23704)  -0.227
C (0.22002, 2.07584, 3.38713)  0.165
H (-1.71987, 1.54290, 4.24092)  0.453
H (-2.15909, 0.14857, 2.22572)  0.249
H (2.22333, 1.87154, 0.70599)  0.235
H (3.64591, 3.27106, 2.26581)  0.246
H (2.63148, 4.03171, 4.50572)  0.253
H (0.38653, 3.38424, 5.11507)  0.252
Cl (-1.73127, 1.66792, -1.23269)  0.047
C (-0.37195, 2.51888, -2.11334)  -0.478
C (0.96101, 1.83643, -1.95217)  0.770
O (1.94067, 2.08345, -2.56786)  -0.440
O (0.97966, 0.93444, -0.93338)  -0.735
H (-0.47380, 3.60521, -1.76306)  0.300
H (-0.59486, 2.55191, -3.18062)  0.282

Cartesian forces (eV/Å) of the 2 atoms listed first:
Ti -0.7 -0.3 -0.2
C 0.2 0.5 2.4

Results
- LUMO energy (eV) = -8.24
- net charge = +2



What is the formula in the second record? C23H20Cl2N2O3S